Version i
A structure of composition C7H14N3, computed with ωB97M-V/def2-TZVPD.

```
24
Properties=species:S:1:pos:R:3:mulliken_charge:R:1
C 1.98550 -1.25480 0.23681 -0.4418
C 2.25935 0.05489 -0.04022 0.5862
C 0.09482 -0.03705 0.14072 -0.1992
C 3.58567 0.71563 -0.16833 -1.4288
C -2.02449 -0.70973 -1.46646 -1.0836
C -2.20425 -0.25907 1.36402 -1.6405
C -1.38293 0.25335 0.14136 0.7098
N 0.64909 -1.32836 0.49071 0.0353
N 1.11336 0.74468 -0.15159 0.0164
N -1.64282 1.62805 -0.18245 -0.6396
H 2.65489 -2.06331 0.48092 0.4157
H 4.39305 0.11691 -0.51790 0.3981
H 3.40276 1.50301 -0.80512 0.3978
H 3.92964 1.09239 0.74139 0.3406
H -1.86220 -1.70162 -1.17805 0.3948
H -3.13133 -0.59868 -1.42257 0.3300
H -1.52600 -0.20524 -2.26118 0.3941
H -3.30295 -0.28827 1.18027 0.4058
H -1.96373 0.35704 2.12753 0.5134
H -2.10486 -1.33810 1.54836 0.4159
H 0.12222 -2.08179 0.89406 0.2446
H 1.15059 1.71269 -0.18932 0.2560
H -1.58861 1.96295 -1.14336 0.2686
H -2.60677 1.72444 0.18040 0.3107
```

Its charge is +1. For the LUMO energy, the calculation gives -0.118 hartree. The HOMO energy is -0.45120 Eh.


Version ii
The ion C7H14N3 with charge +1, computed with ωB97M-V/def2-TZVPD.

```
24
Properties=species:S:1:pos:R:3:mulliken_charge:R:1
C 1.50355 -1.48927 -0.75414 -0.7613
C 0.30874 -1.34126 -0.32430 0.1760
C 2.73447 -0.38138 -0.22621 -0.6209
C -1.18572 1.43815 -0.30372 -0.7005
C 0.36520 1.55653 -0.35806 -0.6337
C -1.74018 0.12558 -0.72859 -0.6509
C -1.13218 -1.08070 1.42542 -0.8647
N 2.17482 0.43487 0.75785 -0.1451
N 0.93421 0.89877 0.76617 -0.3195
N -1.03804 -1.10353 -0.05208 0.0649
H 2.02419 -2.25220 -1.17784 0.5262
H 3.77462 -0.62281 0.05500 0.4376
H 2.95313 0.24598 -1.21199 0.2879
H -1.35562 1.77863 0.68987 0.3218
H -1.70074 2.21590 -0.79455 0.4881
H 0.81278 1.20115 -1.40294 0.2620
H 0.68706 2.56756 -0.19404 0.5341
H -2.75177 -0.11419 -0.44345 0.4429
H -1.69238 0.02931 -1.79327 0.4006
H -2.17199 -0.95801 1.89357 0.3049
H -0.53239 -1.87217 1.86950 0.3857
H -0.38696 -0.15012 1.68988 0.4156
H 2.42544 0.14995 1.79385 0.3101
H -1.60844 -1.88314 -0.33183 0.3381
```

Its charge is +1. For the LUMO energy (spin up / spin down), the calculation gives -0.130 / -0.146 hartree. The HOMO energy (spin up / spin down) is -0.43650 / -0.42475 Eh.


Version iii
The ion C7H14N3 with charge +1, computed with ωB97M-V/def2-TZVPD.

```
24
Properties=species:S:1:pos:R:3:mulliken_charge:R:1
C 2.40977 1.43067 0.07890 -0.8296
C 1.07619 1.55692 0.28254 -0.1483
C 1.67472 -0.64177 0.08325 0.1886
C -1.63484 -0.54454 1.36289 -1.2996
C -1.21279 -0.78969 -1.29604 -1.1678
C -1.66170 1.40352 -0.18646 -1.9355
C -0.93736 0.05327 0.07258 0.7967
N 2.76310 0.11345 0.02072 -0.0660
N 0.54984 0.31474 0.24326 0.3832
N 1.68478 -2.01771 0.14338 -0.3849
H 3.12667 2.22599 -0.32168 0.3118
H 0.33809 2.28363 0.42929 0.6163
H -1.42314 -1.64875 1.64123 0.2996
H -1.50713 0.11601 2.23797 0.3779
H -2.73466 -0.65649 1.08078 0.4066
H -0.59726 -1.65014 -1.42730 0.3957
H -2.28360 -1.21419 -1.08544 0.3347
H -1.15215 -0.07750 -2.08183 0.3435
H -2.73203 1.01171 -0.28169 0.4167
H -1.74243 1.97600 0.73633 0.5576
H -1.24564 1.84871 -1.12928 0.5273
H 3.61542 -0.24998 -0.43622 0.3430
H 2.73141 -2.32230 -0.00671 0.2750
H 0.89478 -2.52157 -0.16045 0.2576
```

Its charge is +1. For the LUMO energy, the calculation gives -0.109 hartree. The HOMO energy is -0.46426 Eh. The SMILES is CC(C)(C)n1cc[nH]c1=[NH2+].


Version iv
The ion C7H14N3 with charge +1, computed with ωB97M-V/def2-TZVPD.

```
24
Properties=species:S:1:pos:R:3:mulliken_charge:R:1
C 0.72692 2.03047 0.42884 -0.3317
C 2.11473 1.86616 0.15429 -0.2039
C -0.07268 1.04589 0.44927 0.4394
C -1.89846 -0.51994 0.94119 -0.6329
C -2.30153 1.33251 -0.55742 -0.9341
C 2.02237 -1.37856 0.90642 -0.8970
C 1.30597 -0.82276 -1.38453 -0.8084
N 2.57566 0.66223 0.01409 -0.9421
N -1.24579 0.62394 0.26233 0.0408
N 1.61248 -0.32646 -0.03526 0.7368
H 0.34712 3.00647 0.74535 0.4084
H 2.87734 2.62025 0.37787 0.4336
H -2.35581 -0.32303 1.98722 0.2927
H -2.68469 -0.75187 0.16422 0.2932
H -1.13530 -1.45694 0.90925 0.1802
H -2.84263 1.82850 0.23740 0.4517
H -1.75693 2.22355 -1.19097 0.2796
H -2.99086 0.76997 -1.18856 0.3481
H 1.17131 -2.01965 0.90692 0.3387
H 2.86973 -1.94093 0.71545 0.3221
H 2.04284 -0.91726 2.01927 0.2764
H 1.03682 0.05145 -2.00244 0.3288
H 2.24754 -1.30988 -1.80835 0.3285
H 0.42245 -1.62537 -1.30652 0.2513
```

Its charge is +1. For the LUMO energy, the calculation gives -0.152 hartree. The HOMO energy is -0.47808 Eh. The SMILES is CN(C)/N=C\C=C=[N+](C)C.


Tell me which of them is the least stable. Sure, it is version ii.


Version i
A cluster of 2 separate species, CH2IO2P in total, computed with ωB97M-V/def2-TZVPD.

```
7
Properties=species:S:1:pos:R:3:mulliken_charge:R:1
C -1.68139 0.13914 0.24352 -0.1657
O 1.82662 -1.48957 -0.88981 -0.3401
O -1.31104 0.03780 1.33591 -0.3293
P 1.84813 -0.65980 0.29062 0.4285
I 2.77804 1.59345 -0.15045 -0.0917
H -1.69841 -0.68292 -0.55519 0.2282
H -1.76194 1.06189 -0.27460 0.2701
```

For the LUMO energy, the calculation gives -0.046 hartree. The HOMO energy is -0.36302 Eh. The SMILES is O=PI.C=O.


Version ii
A cluster of 2 separate species, CH2IO2P in total, computed with ωB97M-V/def2-TZVPD.

```
7
Properties=species:S:1:pos:R:3:mulliken_charge:R:1
C -1.29730 -0.96005 0.33533 -0.0648
O 2.03129 0.12412 -1.23687 -0.3396
O -1.47523 0.14106 -0.09365 -0.3860
P 1.27126 1.34755 -1.13320 0.4279
I 1.87156 2.35203 1.04560 -0.0988
H -0.79816 -1.73705 -0.26487 0.2278
H -1.60342 -1.26767 1.34767 0.2335
```

For the LUMO energy, the calculation gives -0.038 hartree. The HOMO energy is -0.35977 Eh. The SMILES is O=PI.C=O.


Tell me which of them is the least stable. Sure, it is version i.